No. 1
Formula: C30H23N2O
Source: OMol25
Level of theory: ωB97M-V with the def2-TZVPD basis set

The geometry in XYZ format:
```
56
Properties=species:S:1:pos:R:3
C -0.760 0.125 0.943
C -0.648 -0.480 2.384
C -0.108 -1.748 2.480
C 0.339 -2.281 3.687
C 0.215 -1.508 4.864
C -0.424 -0.289 4.787
C -0.952 0.198 3.573
C -1.360 1.519 0.877
C -2.407 1.597 -0.050
C -2.933 2.818 -0.452
C -2.554 3.964 0.301
C -1.575 3.838 1.295
C -0.930 2.624 1.571
C -2.687 0.264 -0.530
C -1.845 -0.655 0.142
C -2.210 -1.975 0.150
C -3.228 -2.377 -0.775
C -3.876 -1.488 -1.632
C -3.555 -0.127 -1.556
H 0.004 -2.318 1.537
H 0.856 -3.228 3.650
H 0.710 -1.799 5.779
H -0.447 0.372 5.692
H -1.498 1.142 3.515
H -3.603 2.833 -1.314
H -3.006 4.917 0.098
H -1.252 4.690 1.916
H -0.122 2.561 2.345
H -1.788 -2.740 0.823
H -3.478 -3.437 -0.716
H -4.644 -1.879 -2.299
H -3.944 0.661 -2.216
O 0.472 -1.989 -0.440
C 1.075 -0.950 -0.615
C 2.340 -1.039 -1.516
C 2.472 -0.353 -2.749
C 3.401 -0.792 -3.726
C 4.037 -2.027 -3.594
C 3.833 -2.750 -2.414
C 3.017 -2.264 -1.392
C 1.509 0.728 -3.030
C 1.398 1.795 -1.910
C 1.478 1.565 -0.416
C 0.715 0.301 0.307
N 1.616 0.191 1.439
N 2.259 0.584 2.334
H 3.594 -0.120 -4.583
H 4.725 -2.400 -4.384
H 4.297 -3.726 -2.286
H 2.791 -2.863 -0.521
H 1.887 1.295 -3.924
H 0.534 0.271 -3.309
H 2.238 2.460 -2.171
H 0.452 2.330 -2.017
H 2.560 1.554 -0.104
H 1.014 2.406 0.156
```

## Properties
Energy above the lowest of the compared OMol25 structures with the same formula, charge and spin (eV): 1.719
Charge: +1
SMILES: N#[N+][C@@]1(C2(c3ccccc3)c3ccccc3-c3ccccc32)CCCc2ccccc2C1=O

Here are the Mulliken charges for atoms 1 to 4, given in e: 3.333, 0.006, -0.375, -1.037

***

No. 2
Formula: C49H79MnN10O5
Source: OMol25
Level of theory: ωB97M-V with the def2-TZVPD basis set

The geometry in XYZ format:
```
144
Properties=species:S:1:pos:R:3
Mn -1.750 7.746 -15.949
C 2.015 9.476 -14.730
C 0.874 10.069 -15.605
C 1.505 10.722 -16.864
O -0.140 9.106 -15.876
H 2.709 10.303 -14.576
H 2.417 8.565 -15.173
H 1.613 9.203 -13.755
H 0.564 10.933 -15.018
H 0.843 11.139 -17.623
H 2.120 9.893 -17.213
H 2.234 11.507 -16.664
C -4.401 4.673 -17.068
C -3.486 5.720 -17.018
C -2.571 6.112 -18.225
O -1.605 6.981 -18.079
C -2.808 5.504 -19.425
C -3.908 4.513 -19.633
C -4.561 3.938 -18.254
O -5.331 2.969 -18.339
O -4.329 3.977 -20.668
O -3.388 6.320 -15.850
H -4.824 4.213 -16.187
H -2.219 5.685 -20.312
C 3.721 6.688 -19.220
C 2.237 6.363 -19.173
C 1.965 4.919 -19.078
C 2.238 4.402 -17.712
N 2.553 3.957 -16.669
H 4.183 6.264 -18.328
H 3.844 7.759 -19.060
H 4.274 6.341 -20.092
H 1.761 6.817 -20.043
H 1.661 6.850 -18.387
H 2.492 4.310 -19.812
H 0.920 4.721 -19.314
C -0.524 9.654 -10.454
C -0.280 8.251 -10.810
C -1.480 7.381 -11.291
C -1.918 7.866 -12.675
N -2.285 8.243 -13.721
H 0.441 10.132 -10.283
H -1.190 9.899 -9.627
H -0.910 10.238 -11.290
H 0.071 7.799 -9.882
H 0.451 8.213 -11.618
H -2.362 7.458 -10.655
H -1.050 6.409 -11.530
C 4.448 13.712 -20.979
C 5.683 14.296 -21.617
C 5.711 15.819 -21.428
C 4.459 16.576 -21.865
N 3.513 17.161 -22.178
H 4.364 13.838 -19.900
H 4.502 12.630 -21.105
H 3.441 14.080 -21.176
H 5.570 13.956 -22.646
H 6.545 13.758 -21.222
H 6.563 16.209 -21.984
H 5.885 15.839 -20.352
C -1.049 8.686 -20.965
C -1.239 9.441 -22.337
C -2.027 10.805 -22.206
C -1.184 12.037 -21.932
N -0.470 12.917 -21.701
H -0.523 7.752 -21.162
H -2.033 8.510 -20.530
H -0.493 9.332 -20.286
H -1.827 8.765 -22.957
H -0.281 9.494 -22.855
H -2.578 10.706 -21.271
H -2.785 11.019 -22.960
C 1.415 3.736 -12.363
C 2.506 4.581 -13.072
C 2.092 6.037 -13.461
C 0.933 6.136 -14.351
N -0.024 6.228 -15.056
H 1.820 2.852 -11.871
H 0.600 3.337 -12.965
H 0.834 4.344 -11.669
H 2.709 4.014 -13.980
H 3.443 4.567 -12.515
H 2.983 6.451 -13.932
H 1.954 6.537 -12.503
C 6.351 8.273 -17.209
C 5.571 8.577 -15.891
C 6.245 8.098 -14.526
C 6.594 6.741 -14.488
N 6.785 5.567 -14.406
H 7.407 8.538 -17.174
H 5.963 8.708 -18.130
H 6.368 7.202 -17.411
H 4.492 8.439 -15.963
H 5.649 9.663 -15.860
H 5.579 8.386 -13.713
H 7.142 8.663 -14.271
C -1.604 12.671 -18.402
C -3.120 12.634 -18.314
C -3.679 12.046 -17.026
C -3.291 10.611 -16.743
N -3.061 9.442 -16.493
H -1.057 12.884 -17.484
H -1.149 13.352 -19.121
H -1.313 11.658 -18.680
H -3.486 12.103 -19.193
H -3.512 13.651 -18.343
H -4.768 12.060 -16.973
H -3.372 12.652 -16.174
C 3.331 15.975 -15.244
C 2.601 14.612 -15.138
C 3.434 13.391 -14.707
C 4.610 13.106 -15.467
N 5.536 12.753 -15.985
H 2.780 16.739 -15.793
H 4.405 16.001 -15.424
H 3.320 16.425 -14.251
H 1.951 14.439 -15.996
H 1.951 14.824 -14.289
H 2.942 12.427 -14.576
H 3.834 13.486 -13.697
C -0.378 17.446 -18.422
C 0.067 17.464 -19.866
C -0.318 16.157 -20.582
C -1.747 15.793 -20.719
N -2.878 15.539 -20.701
H -0.827 16.527 -18.045
H -0.999 18.294 -18.133
H 0.482 17.561 -17.762
H 1.154 17.510 -19.924
H -0.362 18.323 -20.383
H 0.159 15.273 -20.159
H 0.013 16.255 -21.616
C 4.597 7.084 -10.136
C 5.367 6.312 -11.200
C 6.824 6.222 -10.880
C 7.138 6.120 -9.408
N 7.334 5.987 -8.272
H 4.822 8.132 -9.938
H 4.722 6.631 -9.153
H 3.519 6.982 -10.262
H 5.287 6.628 -12.240
H 5.004 5.286 -11.139
H 7.410 7.073 -11.228
H 7.346 5.435 -11.422
```

## Properties
Multiplicity: 6
Charge: -1

Here are the Mulliken charges for atoms 1 to 4, given in e: 1.004, 0.118, 0.347, -0.740

***

Q: Which total energy values were calculated for the entries above? A: -1341.37889; -3989.13370, in a.u..